Formula: C84H164O30
Source: the Open Molecules 2025 dataset
Level of theory: ωB97M-V with the def2-TZVPD basis set

Each line ends with the Löwdin charge.
Element x y z (Å)
1 C 0.19411 1.01182 -4.01532  -0.08
2 C -1.15333 0.89274 -4.27748  -0.09
3 C -1.72654 1.22563 -5.52824  -0.05
4 C -0.86854 1.72850 -6.47799  -0.10
5 C 0.45064 1.91189 -6.19777  -0.10
6 C 1.00859 1.62084 -4.96924  -0.09
7 H 0.60301 0.74104 -3.05309  0.10
8 H -1.81962 0.56134 -3.49478  0.06
9 H -2.78008 1.14832 -5.75294  0.11
10 H -1.24939 2.10250 -7.41687  0.11
11 H 1.12034 2.44864 -6.85336  0.10
12 H 2.04887 1.84471 -4.78456  0.07
13 C -3.79845 4.50171 5.01671  -0.09
14 C -2.54564 4.21948 4.48533  -0.11
15 C -2.37273 3.46707 3.34814  -0.10
16 C -3.45418 2.79552 2.79791  -0.09
17 C -4.70529 3.02208 3.35143  -0.09
18 C -4.87594 3.87606 4.44106  -0.08
19 H -3.98237 5.18705 5.83088  0.11
20 H -1.62363 4.72142 4.73896  0.10
21 H -1.37633 3.24855 2.99341  0.09
22 H -3.23619 2.24758 1.89313  0.09
23 H -5.55348 2.52285 2.90676  0.08
24 H -5.85311 4.09083 4.84778  0.10
25 C -2.31038 8.92181 5.66672  -0.12
26 C -1.82854 7.94270 4.85553  -0.10
27 C -2.63584 7.44214 3.84156  -0.10
28 C -3.84423 8.06120 3.49604  -0.06
29 C -4.26468 9.16867 4.27270  -0.08
30 C -3.51855 9.52409 5.39448  -0.10
31 H -1.73897 9.12154 6.56115  0.10
32 H -0.87224 7.50713 5.10485  0.10
33 H -2.35029 6.54437 3.31347  0.07
34 H -4.53914 7.68934 2.75765  0.08
35 H -5.17915 9.72595 4.13271  0.10
36 H -3.87461 10.28065 6.07802  0.10
37 C -0.82963 -0.67232 -0.47909  -0.08
38 C -1.77096 0.28920 -0.91170  -0.09
39 C -1.70307 1.59715 -0.45786  -0.06
40 C -0.61010 1.97736 0.33489  -0.07
41 C 0.38135 1.05330 0.70204  -0.08
42 C 0.25678 -0.26947 0.29719  -0.10
43 H -0.91617 -1.73859 -0.62736  0.09
44 H -2.59676 -0.07916 -1.50227  0.08
45 H -2.44883 2.30356 -0.79137  0.09
46 H -0.56371 2.98836 0.71187  0.07
47 H 1.27188 1.42243 1.18895  0.08
48 H 0.87883 -1.07529 0.65791  0.09
49 C -4.01693 -1.92463 -4.31890  -0.11
50 O -2.74120 -2.17285 -4.83072  -0.17
51 C -1.78609 -2.58951 -3.80549  -0.15
52 C -1.73748 -4.09795 -3.35481  -0.12
53 O -2.95639 -4.62979 -2.78149  -0.11
54 C -3.30587 -4.12949 -1.53182  -0.24
55 C -4.51537 -4.67534 -0.91540  -0.22
56 O -5.68281 -4.25568 -1.56414  -0.17
57 C -6.86369 -4.61673 -0.90022  -0.11
58 H -4.52165 -1.45351 -5.16235  0.09
59 H -4.05998 -1.18882 -3.51589  0.07
60 H -4.49329 -2.87141 -4.06437  0.09
61 H -1.83536 -1.97520 -2.90644  0.08
62 H -0.82206 -2.30324 -4.22595  0.10
63 H -0.91113 -4.31860 -2.67913  0.11
64 H -1.47506 -4.71708 -4.21267  0.11
65 H -3.47761 -3.05356 -1.56259  0.11
66 H -2.48965 -4.21808 -0.81485  0.12
67 H -4.52576 -4.41944 0.14408  0.13
68 H -4.33114 -5.73626 -1.08459  0.13
69 H -6.96654 -3.96566 -0.03210  0.08
70 H -6.87548 -5.66543 -0.60324  0.09
71 H -7.78769 -4.49471 -1.46538  0.09
72 C 2.29854 4.09405 1.97304  -0.07
73 O 0.88556 4.38209 1.83783  -0.25
74 C 0.43015 5.74411 1.75444  -0.16
75 C 0.92976 6.47818 0.49979  -0.18
76 O -0.00890 6.31251 -0.53852  -0.12
77 C 0.14161 5.11512 -1.36357  -0.12
78 C 0.94004 5.41499 -2.67283  -0.21
79 O 2.30746 5.53870 -2.40321  -0.19
80 C 3.00413 5.77106 -3.63094  -0.10
81 H 2.76932 4.86904 2.57791  0.09
82 H 2.74976 4.09199 0.98082  0.08
83 H 2.45124 3.20788 2.58906  0.07
84 H 0.76546 6.16051 2.70432  0.12
85 H -0.64860 5.60157 1.69073  0.11
86 H 1.96030 6.17609 0.31318  0.11
87 H 0.91895 7.53260 0.77582  0.13
88 H -0.83199 4.76815 -1.70971  0.10
89 H 0.58594 4.24913 -0.87291  0.11
90 H 0.49304 6.28863 -3.14723  0.13
91 H 0.89101 4.59019 -3.38374  0.11
92 H 2.66424 6.58828 -4.26712  0.09
93 H 3.09769 4.96611 -4.35992  0.07
94 H 4.00947 6.02037 -3.29149  0.09
95 C 6.85277 -3.02536 1.14138  -0.06
96 O 7.19662 -1.69173 1.57225  -0.20
97 C 7.06335 -1.31542 2.93025  -0.16
98 C 5.66496 -1.34090 3.64417  -0.23
99 O 5.41001 -2.55746 4.20741  -0.13
100 C 4.10690 -2.54491 4.93667  -0.14
101 C 3.92749 -3.88709 5.62830  -0.18
102 O 4.86712 -4.13825 6.70350  -0.17
103 C 4.32768 -4.60853 7.90222  -0.13
104 H 7.44574 -3.80316 1.62253  0.09
105 H 7.10967 -3.08069 0.08354  0.09
106 H 5.78347 -3.17274 1.29301  0.06
107 H 7.38575 -0.27525 2.97732  0.10
108 H 7.78032 -1.90781 3.49871  0.13
109 H 4.86632 -1.14804 2.92788  0.11
110 H 5.65808 -0.61621 4.45835  0.12
111 H 3.29147 -2.36088 4.23716  0.12
112 H 4.08339 -1.87789 5.79844  0.12
113 H 3.90202 -4.67460 4.87513  0.12
114 H 2.91450 -3.81088 6.02348  0.12
115 H 5.01582 -4.66585 8.74560  0.09
116 H 3.94903 -5.61484 7.72323  0.09
117 H 3.51336 -3.98199 8.26615  0.08
118 C 2.54404 -1.64325 -4.89076  -0.10
119 O 2.92393 -2.69097 -5.74206  -0.17
120 C 2.93365 -3.94560 -5.09014  -0.21
121 C 3.06284 -5.01358 -6.19131  -0.15
122 O 1.98493 -5.08896 -7.15431  -0.13
123 C 0.68051 -5.41300 -6.68295  -0.17
124 C 0.61474 -6.59842 -5.70525  -0.17
125 O 0.87659 -6.20702 -4.33950  -0.23
126 C 1.13818 -7.28542 -3.41174  -0.08
127 H 2.58518 -0.72863 -5.48228  0.07
128 H 3.30578 -1.51722 -4.12137  0.10
129 H 1.54241 -1.77175 -4.48047  0.07
130 H 1.99918 -3.96670 -4.52941  0.09
131 H 3.73551 -4.09278 -4.36663  0.12
132 H 3.27580 -5.97972 -5.73378  0.11
133 H 3.92201 -4.60722 -6.72499  0.13
134 H 0.11105 -5.59640 -7.59410  0.13
135 H 0.21896 -4.47311 -6.38015  0.12
136 H 1.36367 -7.28982 -6.09145  0.12
137 H -0.33291 -7.13610 -5.67441  0.12
138 H 2.18521 -7.58569 -3.45255  0.08
139 H 0.52251 -8.14897 -3.66339  0.09
140 H 0.93696 -6.86850 -2.42492  0.07
141 C -1.73568 -7.98720 -0.61827  -0.03
142 O -2.35715 -7.01222 0.30455  -0.18
143 C -2.00164 -7.09907 1.63246  -0.25
144 C -2.63936 -6.03719 2.57250  -0.14
145 O -2.40889 -4.65888 2.21534  -0.12
146 C -1.05031 -4.37055 2.14886  -0.22
147 C -0.91179 -2.90888 2.24595  -0.27
148 O -1.05369 -2.45435 3.52298  -0.15
149 C -0.71060 -1.08593 3.64994  -0.09
150 H -2.48586 -8.39372 -1.29658  0.09
151 H -1.16293 -8.77948 -0.13625  0.07
152 H -0.98478 -7.48156 -1.22536  0.06
153 H -0.91358 -7.14388 1.67956  0.11
154 H -2.27956 -8.07719 2.02506  0.12
155 H -2.31528 -6.29170 3.58161  0.12
156 H -3.71927 -6.18292 2.54754  0.12
157 H -0.77623 -4.67984 1.14024  0.13
158 H -0.42634 -4.82134 2.92059  0.14
159 H -1.57657 -2.33127 1.60365  0.12
160 H 0.11105 -2.72663 1.91633  0.10
161 H -1.32817 -0.43439 3.03171  0.08
162 H 0.35588 -0.87562 3.56938  0.08
163 H -1.08007 -0.80801 4.63704  0.09
164 C -4.19525 2.55659 -3.19481  -0.09
165 O -4.22002 3.67074 -4.06838  -0.17
166 C -3.39881 4.71548 -3.64987  -0.19
167 C -3.78900 5.47294 -2.33347  -0.17
168 O -3.37666 4.74588 -1.19239  -0.18
169 C -3.71775 5.25123 0.11598  -0.14
170 C -5.19208 5.40349 0.53753  -0.14
171 O -5.77046 6.61593 -0.07693  -0.20
172 C -6.96175 7.12436 0.53059  -0.11
173 H -4.79842 1.77887 -3.66324  0.09
174 H -4.66688 2.75707 -2.23279  0.07
175 H -3.17787 2.19299 -3.05047  0.06
176 H -3.58749 5.43964 -4.44239  0.12
177 H -2.34948 4.42258 -3.61482  0.12
178 H -4.87519 5.51809 -2.25436  0.12
179 H -3.47320 6.51390 -2.40261  0.13
180 H -3.24478 6.22911 0.20634  0.13
181 H -3.18763 4.57243 0.78402  0.10
182 H -5.23181 5.62636 1.60377  0.10
183 H -5.74419 4.46829 0.44433  0.11
184 H -7.29899 8.00730 -0.01236  0.08
185 H -6.96080 7.37117 1.59229  0.08
186 H -7.76819 6.41348 0.35064  0.08
187 C 4.44420 0.38277 0.71001  -0.09
188 O 4.52385 1.16280 -0.46149  -0.16
189 C 3.26717 1.40624 -1.09813  -0.19
190 C 3.36637 2.22723 -2.33588  -0.14
191 O 4.21264 1.58854 -3.34938  -0.14
192 C 4.69592 2.42232 -4.38707  -0.18
193 C 5.50670 1.50518 -5.39536  -0.16
194 O 4.62818 0.47991 -5.83932  -0.22
195 C 4.81645 0.18073 -7.19168  -0.11
196 H 4.10488 -0.61640 0.43686  0.08
197 H 3.70284 0.74883 1.42027  0.07
198 H 5.41712 0.35817 1.20087  0.08
199 H 2.53167 1.83460 -0.41721  0.10
200 H 2.82749 0.42796 -1.29236  0.11
201 H 3.91375 3.12099 -2.03642  0.11
202 H 2.42869 2.50241 -2.81872  0.11
203 H 5.29553 3.24131 -3.98980  0.12
204 H 3.84751 2.87436 -4.90086  0.09
205 H 6.36154 1.02769 -4.91647  0.12
206 H 5.91712 2.08321 -6.22333  0.11
207 H 5.86239 -0.05022 -7.39369  0.09
208 H 4.50886 1.04474 -7.78073  0.09
209 H 4.28943 -0.74971 -7.40290  0.09
210 C 3.08843 0.91754 4.68611  -0.09
211 O 4.07082 1.48263 3.81187  -0.25
212 C 4.74790 2.64508 4.36227  -0.15
213 C 6.08239 2.94438 3.60967  -0.18
214 O 5.85615 3.25070 2.25045  -0.14
215 C 6.99015 3.05261 1.34881  -0.13
216 C 6.89140 3.70308 -0.08933  -0.14
217 O 6.67454 5.11721 0.16051  -0.19
218 C 5.31996 5.53720 -0.10381  -0.08
219 H 2.27949 1.63079 4.84422  0.09
220 H 3.51581 0.55859 5.62239  0.08
221 H 2.76698 0.07947 4.06772  0.07
222 H 4.99830 2.44680 5.40442  0.12
223 H 4.02057 3.45305 4.28291  0.11
224 H 6.48701 1.93233 3.62030  0.10
225 H 6.81794 3.44957 4.23565  0.13
226 H 7.18212 1.98193 1.27886  0.11
227 H 7.87037 3.46711 1.84023  0.12
228 H 6.14301 3.21470 -0.71343  0.10
229 H 7.79682 3.52146 -0.66840  0.12
230 H 4.77227 5.07097 0.71520  0.06
231 H 4.79942 5.13819 -0.97441  0.06
232 H 5.17482 6.61257 -0.00077  0.09
233 C -9.32507 1.53617 3.77553  -0.16
234 O -8.11365 1.11415 3.29437  -0.19
235 C -7.63951 -0.12137 3.85690  -0.17
236 C -6.25789 -0.48064 3.37220  -0.19
237 O -6.34872 -0.73300 1.98249  -0.14
238 C -5.11261 -0.83099 1.27839  -0.15
239 C -5.40217 -0.77937 -0.26116  -0.17
240 O -5.42300 0.54468 -0.77484  -0.20
241 C -6.39599 1.39740 -0.12397  -0.07
242 H -10.15799 0.93346 3.41347  0.09
243 H -9.52028 2.56496 3.47291  0.09
244 H -9.47319 1.62067 4.85210  0.08
245 H -8.34834 -0.85598 3.47480  0.13
246 H -7.57058 0.01435 4.93621  0.13
247 H -5.90128 -1.28415 4.01665  0.13
248 H -5.60314 0.38440 3.47759  0.11
249 H -4.63561 -1.78362 1.50874  0.12
250 H -4.41100 -0.01788 1.46469  0.11
251 H -6.25007 -1.39973 -0.55154  0.12
252 H -4.58275 -1.16765 -0.86604  0.09
253 H -6.53671 2.31676 -0.69237  0.07
254 H -6.06476 1.73088 0.85948  0.07
255 H -7.38788 0.96513 -0.25583  0.10
256 C 2.04400 -2.98542 -1.61812  -0.11
257 O 1.76824 -3.63890 -0.38850  -0.18
258 C 3.04870 -3.88277 0.26512  -0.17
259 C 2.80397 -4.74698 1.60205  -0.12
260 O 2.15246 -6.01093 1.33286  -0.15
261 C 2.84445 -6.92895 0.47416  -0.18
262 C 2.27271 -8.35163 0.62754  -0.20
263 O 2.25516 -8.67145 2.01489  -0.17
264 C 1.77626 -9.97938 2.37210  -0.09
265 H 2.73644 -3.63985 -2.14761  0.08
266 H 2.47261 -1.98939 -1.50714  0.08
267 H 1.15734 -2.84387 -2.23609  0.07
268 H 3.59775 -2.99902 0.59013  0.09
269 H 3.79669 -4.30027 -0.40889  0.11
270 H 2.17277 -4.13267 2.24418  0.10
271 H 3.71201 -4.95743 2.16709  0.11
272 H 3.92143 -6.92112 0.64188  0.13
273 H 2.66001 -6.60791 -0.55104  0.11
274 H 2.89168 -8.95468 -0.03677  0.12
275 H 1.30294 -8.38064 0.13075  0.10
276 H 1.82970 -10.08873 3.45528  0.08
277 H 2.42305 -10.77944 2.01201  0.08
278 H 0.72612 -10.11833 2.11523  0.08

Electronic energy = -5555.4278 a.u.
Max |F| = 3.4 eV/Å
Net charge = 0
Frontier orbital gap = 9.370 eV
Relative energy (zero: lowest compared OMol25 entry of this formula, charge and spin) = 2.8862 eV
HOMO energy = -8.9 eV